C38H35F6N3O6PdS4 as an isolated structure at a distorted geometry. Source: the Open Molecules 2025 dataset; level of theory: the ωB97M-V functional and the def2-TZVPD basis.

Lowest unoccupied orbital energy (alpha / beta)   -5.44 / -7.62 eV
ΔE to the lowest compared entry with this formula, charge and spin   1.4495 eV
Multiplicity   3
HOMO (alpha / beta)   -12.693 / -12.699 eV
Charge   +2

Each line ends with the Mulliken spin population.
Atoms and positions in Å:
Pd 0.36 1.19 0.89  1.0626
F -1.14 0.52 6.02  0.0008
C -1.78 0.62 4.88  0.0066
F -2.26 -0.56 4.52  0.0002
F -2.76 1.50 4.96  -0.0002
S -0.57 1.13 3.58  0.0134
O 0.51 0.18 3.54  0.0101
O -1.32 1.19 2.31  0.0453
N -0.13 2.54 4.09  -0.0025
S 0.96 3.30 3.26  0.0127
O 0.47 3.63 1.92  0.0148
O 2.29 2.75 3.28  0.0009
C 1.00 4.90 4.21  0.0011
F 1.36 4.66 5.46  0.0003
F -0.18 5.47 4.17  -0.0003
F 1.91 5.67 3.62  -0.0003
C -1.28 -5.74 4.53  -0.0001
C -1.08 -4.58 3.60  0.0091
C 0.05 -3.77 3.71  0.0004
C 0.26 -2.70 2.85  0.0125
C -0.68 -2.46 1.85  0.0558
C -1.83 -3.24 1.73  0.0073
C -2.02 -4.29 2.61  0.0008
S -0.53 -1.14 0.68  0.1923
O -1.85 -0.90 0.10  0.0747
C 0.66 -1.68 -0.56  0.0353
C 1.92 -2.06 -0.04  -0.0163
C 2.94 -2.37 -0.90  0.0043
C 2.76 -2.27 -2.30  0.0059
C 3.80 -2.59 -3.20  -0.0034
C 3.62 -2.46 -4.54  0.0036
C 2.39 -2.00 -5.05  -0.0011
C 1.36 -1.71 -4.21  0.0026
C 1.50 -1.85 -2.81  0.0081
C 0.43 -1.57 -1.91  0.0189
C -0.88 -1.14 -2.49  0.0084
C -1.70 -2.11 -3.13  0.0078
C -1.37 -3.49 -3.13  0.0043
C -2.20 -4.39 -3.74  -0.0037
C -3.38 -3.97 -4.38  0.0072
C -3.72 -2.64 -4.40  -0.0053
C -2.89 -1.68 -3.77  0.0069
C -3.24 -0.31 -3.77  0.0008
C -2.45 0.60 -3.13  0.0157
C -1.28 0.17 -2.49  0.0288
S -0.27 1.32 -1.59  0.1333
O 0.99 1.60 -2.32  0.0682
C -1.25 2.77 -1.45  0.0173
C -2.31 2.72 -0.54  0.0152
C -3.06 3.85 -0.35  -0.0002
C -2.78 5.03 -1.05  0.0112
C -3.62 6.25 -0.81  -0.0003
C -1.71 5.05 -1.95  -0.0013
C -0.94 3.92 -2.16  0.0113
H -0.68 -5.64 5.43  0.0000
H -1.00 -6.67 4.03  0.0009
H -2.33 -5.83 4.82  0.0004
H 0.77 -3.96 4.49  -0.0001
H 1.11 -2.06 2.99  -0.0049
H -2.56 -3.00 0.97  -0.0001
H -2.91 -4.90 2.52  0.0009
H 2.07 -2.13 1.03  0.0000
H 3.89 -2.71 -0.51  0.0001
H 4.75 -2.94 -2.80  0.0000
H 4.43 -2.70 -5.23  0.0001
H 2.27 -1.90 -6.12  0.0000
H 0.41 -1.36 -4.61  0.0005
H -0.47 -3.83 -2.64  -0.0002
H -1.95 -5.44 -3.73  0.0000
H -4.02 -4.70 -4.86  0.0002
H -4.62 -2.31 -4.89  0.0000
H -4.14 0.01 -4.27  0.0003
H -2.73 1.65 -3.11  -0.0003
H -2.53 1.80 0.00  -0.0001
H -3.89 3.83 0.35  0.0001
H -4.65 6.07 -1.11  0.0009
H -3.25 7.11 -1.38  -0.0001
H -3.62 6.52 0.25  0.0007
H -1.49 5.95 -2.49  0.0005
H -0.11 3.92 -2.86  -0.0015
N 5.64 1.66 1.88  0.0011
C 4.60 2.13 0.90  0.0111
C 3.40 1.18 0.94  -0.0131
N 2.27 1.75 0.20  0.1037
H 6.44 2.30 1.91  0.0000
H 6.00 0.73 1.64  0.0000
H 5.25 1.62 2.83  0.0001
H 5.06 2.19 -0.08  0.0019
H 4.30 3.12 1.23  -0.0017
H 3.09 1.06 1.97  0.0036
H 3.64 0.20 0.52  -0.0030
H 2.31 1.63 -0.82  -0.0046
H 2.17 2.74 0.40  0.0006

=====

One molecule with the formula C6H5N. Source: the Open Molecules 2025 dataset; level of theory: the ωB97M-V functional and the def2-TZVPD basis.

Lowest unoccupied orbital energy (alpha / beta)   -0.38 / -0.26 eV
ΔE to the lowest compared entry with this formula, charge and spin   5.4836 eV
Multiplicity   1
HOMO (alpha / beta)   -7.582 / -7.782 eV

Each line ends with the natural charge from an NBO analysis.
Atoms and positions in Å:
C -2.17 -1.28 0.87  -0.1720
C -1.69 -0.33 0.29  -0.0962
C -0.98 0.73 -0.33  -0.0292
N -0.03 1.45 0.32  -0.5708
C 1.06 1.05 -0.43  -0.0932
C 1.53 -0.29 -0.43  -0.0640
C 2.00 -1.41 -0.41  -0.2559
H -2.61 -2.12 1.36  0.2379
H -1.24 1.06 -1.33  0.2148
H -0.05 1.71 1.30  0.3908
H 1.73 1.80 -0.85  0.2019
H 2.46 -2.37 -0.38  0.2360

=====

A 2-piece molecular cluster, C13H11F3N3O11S overall at a distorted geometry. Source: the Open Molecules 2025 dataset; level of theory: the ωB97M-V functional and the def2-TZVPD basis.

Lowest unoccupied orbital energy   0.45 eV
Multiplicity   1
HOMO   -3.281 eV
Charge   -1

Each line ends with the natural charge from an NBO analysis.
Atoms and positions in Å:
C -2.47 1.98 -0.70  -0.2490
O -1.64 0.91 -0.32  -0.5450
C -1.83 0.46 0.98  -0.1497
C -1.90 -0.98 1.17  0.6760
O -2.05 -1.49 2.27  -0.6751
O -1.80 -1.74 0.03  -0.5406
C -2.11 -3.06 0.33  -0.2590
C -1.94 1.38 2.09  0.6866
O -2.27 1.01 3.21  -0.6541
O -1.63 2.69 1.84  -0.5486
C -1.65 3.40 3.03  -0.2534
H -2.12 2.37 -1.66  0.1598
H -3.49 1.61 -0.82  0.1549
H -2.45 2.77 0.05  0.1997
H -1.86 -3.69 -0.52  0.1660
H -1.55 -3.38 1.22  0.2042
H -3.19 -3.12 0.54  0.1691
H -1.27 4.41 2.86  0.1653
H -2.67 3.44 3.41  0.1772
H -1.01 2.88 3.75  0.1991
O 3.63 0.35 -3.71  -0.8737
S 2.57 1.10 -2.95  1.9757
O 2.80 2.45 -2.33  -0.8688
C 0.87 0.91 -3.66  0.7765
F 0.84 1.54 -4.83  -0.3014
F 0.64 -0.39 -3.80  -0.2898
F 0.02 1.46 -2.79  -0.2767
C 2.26 0.05 -1.51  -0.3773
C 1.74 0.60 -0.37  -0.0888
C 1.52 -0.27 0.71  0.0595
N 1.16 -0.13 2.03  0.4089
O 0.92 1.00 2.54  -0.3826
O 1.14 -1.29 2.71  -0.0392
N 1.51 -2.20 1.83  -0.1142
C 1.77 -1.63 0.64  0.0951
C 2.32 -2.17 -0.56  0.0079
N 2.62 -3.58 -0.72  0.5126
O 2.40 -4.35 0.22  -0.3461
O 3.08 -3.96 -1.80  -0.4041
C 2.56 -1.31 -1.60  -0.1117
H 1.51 1.65 -0.30  0.2774
H 3.01 -1.69 -2.51  0.2773

=====

A 4-piece molecular cluster, C4H14N2O2 overall at a distorted geometry. Source: the Open Molecules 2025 dataset; level of theory: the ωB97M-V functional and the def2-TZVPD basis.

Lowest unoccupied orbital energy (alpha / beta)   -8.60 / -6.62 eV
ΔE to the lowest compared entry with this formula, charge and spin   7.9948 eV
Multiplicity   2
HOMO (alpha / beta)   -13.151 / -13.133 eV
Charge   +1

Each line ends with the natural charge from an NBO analysis.
Atoms and positions in Å:
N -0.88 -1.52 1.67  -0.3654
C -0.84 -1.17 0.30  -0.3117
C 0.15 1.96 2.21  -0.3758
C 0.54 2.57 1.09  -0.3787
O -1.52 0.24 -2.30  -0.9539
C 0.62 -1.19 -0.19  -0.2822
N 1.28 -2.45 0.01  -0.3445
H -1.16 -0.14 0.13  0.3072
H -1.72 -2.00 1.97  0.3539
H -1.46 0.45 -3.24  0.4785
H -1.44 -1.82 -0.37  0.2419
H 0.06 0.88 2.28  0.1862
H 0.02 2.55 3.10  0.2149
H 0.61 1.92 0.20  0.1621
H 1.04 3.52 0.97  0.2195
H 0.86 -0.78 -1.17  0.2690
H 1.09 -0.44 0.49  0.3067
H 0.76 -3.00 0.70  0.4014
H 1.32 -3.07 -0.81  0.4101
H 1.25 1.97 -2.41  0.4617
H -0.75 0.77 -2.00  0.4668
O 0.78 1.45 -1.72  -0.4678

=====

One molecule with the formula C7H10O at a distorted geometry. Source: the Open Molecules 2025 dataset; level of theory: the ωB97M-V functional and the def2-TZVPD basis.

Lowest unoccupied orbital energy   0.90 eV
ΔE to the lowest compared entry with this formula, charge and spin   6.4674 eV
Multiplicity   1
HOMO   -7.363 eV

Each line ends with the natural charge from an NBO analysis.
Atoms and positions in Å:
C -1.34 -0.34 -0.20  0.0362
C -0.97 0.43 1.05  -0.1109
C -0.70 0.58 -1.27  -0.4823
C -2.03 -1.44 -0.27  -0.4091
C 0.63 0.88 -0.54  0.0089
C 1.15 -0.35 0.15  -0.0789
C 2.66 -0.36 0.49  -0.6892
O 0.40 0.71 0.97  -0.3660
H -1.35 -0.08 1.90  0.2143
H -1.57 1.41 0.81  0.1858
H -0.70 0.14 -2.31  0.2511
H -1.32 1.49 -1.26  0.2028
H -2.36 -2.03 0.58  0.2126
H -2.48 -1.58 -1.33  0.2009
H 0.95 1.92 -0.56  0.1940
H 3.19 0.32 1.09  0.2006
H 3.14 -0.46 -0.45  0.2199
H 2.70 -1.26 1.16  0.2092